Entry from the OMol25 dataset: a 2-piece molecular cluster, C5H7F4NO3 overall (ωB97M-V/def2-TZVPD).

Structure (XYZ):
```
20
Properties=species:S:1:pos:R:3:forces:R:3:nbo_charge:R:1
F 2.671977 -3.340815 -1.962057 1.6 -0.6 0.6 -0.300
F 2.276153 -1.022367 -3.437169 2.0 0.1 -0.8 -0.260
F 0.804533 2.205888 -0.146200 -1.3 -0.9 -0.8 -0.369
F -1.091779 1.013417 -0.714540 0.7 1.3 -0.2 -0.362
O -0.077808 -0.307512 -4.026188 -0.9 0.0 -0.9 -0.320
O -0.805588 -2.016429 -2.849973 -2.4 0.2 -0.4 -0.382
O 0.764353 0.881897 -1.972283 -2.9 5.5 -0.7 -0.665
N 0.002037 -1.274309 -3.343953 3.2 -1.4 2.4 0.523
C 0.654001 -0.184687 0.128170 0.0 -1.3 -0.6 -0.471
C 1.392952 -1.731919 -2.854086 -3.1 -0.3 0.1 0.359
C 1.498872 -2.770605 -1.994315 -0.6 1.7 -0.3 0.170
C 0.206622 -0.082565 1.610071 -3.1 1.4 -1.3 -0.622
C 0.303087 1.010122 -0.725960 0.9 -1.3 2.7 0.870
H 0.572637 -0.870884 2.191730 0.7 -1.1 0.8 0.216
H 0.843002 -3.016698 -1.133613 0.1 -0.2 -1.4 0.216
H 0.356712 0.884119 2.103579 0.8 -0.2 -0.4 0.230
H 0.222553 1.846083 -2.261026 2.6 -3.8 -0.4 0.503
H 1.754994 -0.438185 0.031534 -1.3 0.4 0.1 0.224
H -0.949817 -0.106197 1.677452 1.7 -0.4 -0.3 0.218
H 0.028888 -0.956271 -0.494221 1.3 0.8 1.7 0.221
```
Positions in Å, forces in eV/Å.

Computed properties:
multiplicity	1
charge	0
frontier orbital gap	9.8	eV
SMILES	O=[N+]([O-])/C(F)=C/F.CCC(O)(F)F
HOMO	-10.25	eV
energy relative to the best compared isomer or geometry (same formula, charge and spin)	52.81	kJ/mol